{
  "formula": "C5H8O2",
  "method": "ωB97M-V with the def2-TZVPD basis set",
  "elements": ["C", "C", "O", "C", "O", "C", "C", "H", "H", "H", "H", "H", "H", "H", "H"],
  "coordinates": [[-0.4510, 1.6987, -0.2784], [-0.1631, 0.2708, 0.0924], [1.1768, 0.1752, 0.5961], [2.0560, -0.5999, -0.0409], [1.9762, -1.0466, -1.1538], [-0.7743, -0.9404, -0.5513], [-1.0311, -0.6334, 0.9052], [0.0970, 1.9808, -1.1857], [-0.1032, 2.3420, 0.5371], [-1.5194, 1.8668, -0.4345], [2.8662, -0.8223, 0.6676], [-1.5674, -0.8110, -1.2857], [-0.1254, -1.7663, -0.7704], [-1.9845, -0.3065, 1.3028], [-0.4180, -1.2218, 1.5717]],
  "atomic_forces_ev_per_a": [[-0.0324, -0.0514, 0.0490], [-0.1162, 0.0332, 0.0545], [0.1822, -0.2235, -0.4214], [0.2560, -0.3454, -0.1260], [0.1791, 0.3076, 0.3637], [-0.2148, 0.2149, 0.0636], [-0.1583, 0.1831, 0.0283], [-0.1538, -0.1011, 0.1321], [-0.1570, -0.0253, -0.1181], [0.1202, -0.0517, -0.0136], [0.2175, 0.1107, -0.2101], [0.1674, 0.2435, 0.2135], [0.0190, -0.1624, -0.0361], [-0.0214, -0.0562, -0.2477], [-0.2873, -0.0760, 0.2682]],
  "smiles": "CC1(OC=O)CC1",
  "homo_lumo_gap_ev": 11.2,
  "multiplicity": 1,
  "de_lowest_kcal_mol": 28.81,
  "mol_weight_g_mol": 100.117,
  "max_force_ev_per_a": 0.5
}